(1)
Formula: C64H85AsBrCaN2OP2SSi
Source: the OMol25 dataset
Level of theory: the ωB97M-V functional and the def2-TZVPD basis

energy above the lowest of the compared OMol25 structures with the same formula, charge and spin	24.3	kcal per mole
total charge	+1
multiplicity	1
HOMO	-8.84	eV

Each line ends with the Mulliken charge.
CARTESIAN COORDINATES (ANGSTROEM)
1 Br -0.99 1.23 1.82  0.083
2 As 2.58 -1.69 -1.02  1.106
3 Ca -0.40 -0.48 -0.48  2.569
4 S -0.18 -3.29 1.73  0.119
5 P -3.72 -0.76 -0.53  0.832
6 P -1.94 0.12 -2.66  -0.214
7 Si -1.15 2.93 3.46  -2.089
8 O 0.02 -2.23 0.67  -0.762
9 N 1.64 -0.11 -0.84  -0.453
10 N -3.52 0.14 -1.99  0.114
11 C 1.45 -4.07 1.93  0.127
12 C 0.42 0.99 4.91  -1.324
13 C -7.52 -1.32 0.82  -0.642
14 C -0.67 2.02 -4.18  -0.572
15 C 1.38 2.24 -1.30  -0.130
16 C 4.10 2.65 -1.16  -1.041
17 C 5.74 -2.66 2.48  0.353
18 C 2.93 -0.18 2.05  -1.336
19 C 6.05 -0.74 -1.60  -1.818
20 C -3.18 -4.80 -0.79  -0.275
21 C -7.60 0.62 -0.59  -0.612
22 C -0.53 3.24 -4.83  -0.518
23 C 2.20 1.14 -1.02  0.714
24 C -1.86 1.72 -3.52  0.338
25 C -2.75 3.87 -4.14  -0.586
26 C -6.15 -1.42 0.60  -1.008
27 C -1.76 -3.27 -4.93  -0.926
28 C -0.94 4.56 2.46  2.908
29 C -2.21 4.86 1.65  -2.146
30 C 0.08 3.21 6.00  -1.802
31 C 6.81 -2.97 3.50  -1.573
32 C 1.65 2.97 4.08  -1.880
33 C -0.25 -2.40 3.33  0.678
34 C 2.96 -1.32 -3.82  -0.003
35 C 5.65 -3.40 1.31  -1.106
36 C 3.53 -1.01 -5.05  -0.882
37 C 5.47 -0.27 -6.48  -1.529
38 C -3.34 3.80 5.03  -1.690
39 C 3.89 -1.30 1.70  0.178
40 C -2.32 -2.88 -6.14  -0.808
41 C -5.51 -0.51 -0.24  0.650
42 C 1.69 -5.01 0.76  -1.081
43 C 5.05 -0.87 -2.72  2.041
44 C -1.29 -3.06 4.23  -1.365
45 C -1.57 4.15 -4.82  -0.754
46 C 3.58 1.40 -0.93  0.046
47 C -8.25 -0.31 0.21  -0.502
48 C 4.73 -3.92 -0.94  -2.277
49 C -2.89 2.66 -3.48  -0.583
50 C -3.97 2.40 3.06  -2.112
51 C 3.87 -1.98 0.48  0.288
52 C -3.93 -5.17 -1.90  -0.695
53 C 3.27 3.72 -1.49  -1.213
54 C -2.08 -1.04 -4.07  1.166
55 C 5.59 -0.57 -3.98  -1.203
56 C 1.91 3.50 -1.53  -0.721
57 C -2.91 2.60 4.16  2.789
58 C 0.22 4.48 1.47  -2.032
59 C -3.81 -2.50 -1.13  0.165
60 C -4.57 -2.88 -2.23  -0.441
61 C -1.64 -2.35 -3.90  -0.502
62 C 1.50 -1.72 -3.85  -1.295
63 C -6.23 0.53 -0.81  -0.244
64 C -3.12 -3.47 -0.41  -0.201
65 C 0.30 2.50 4.65  3.016
66 C -2.77 -1.58 -6.31  -0.743
67 C 3.71 -1.25 -2.62  -0.496
68 C 4.73 -3.08 0.32  1.659
69 C -2.93 1.34 5.03  -1.860
70 C -4.62 -4.20 -2.62  -0.646
71 C -2.65 -0.66 -5.28  -0.765
72 C -0.69 5.72 3.44  -1.699
73 C 4.86 -0.62 -5.15  0.692
74 C 4.83 -1.64 2.67  -0.541
75 H 0.74 -2.40 3.78  0.546
76 H 2.71 -5.40 0.80  0.375
77 H 3.68 4.70 -1.68  0.406
78 H -3.56 4.58 -4.13  0.459
79 H 5.66 -1.00 -0.62  -0.254
80 H 4.96 -4.96 -0.70  0.593
81 H -3.95 1.16 5.38  0.643
82 H 4.23 0.59 -0.64  0.250
83 H -4.31 3.59 5.49  0.548
84 H 1.19 4.35 1.95  0.361
85 H -5.74 1.28 -1.41  0.454
86 H -3.80 2.44 -2.93  0.345
87 H 0.14 1.31 -4.19  0.369
88 H -1.41 -4.29 -4.80  0.489
89 H -3.99 -6.21 -2.19  0.413
90 H 7.79 -2.74 3.09  0.312
91 H -9.32 -0.24 0.36  0.389
92 H -0.80 2.83 6.52  0.349
93 H -8.01 -2.04 1.46  0.418
94 H 6.53 -0.09 -6.38  0.367
95 H -3.07 5.07 2.28  0.406
96 H -2.46 4.05 0.96  0.316
97 H -5.13 -2.14 -2.80  0.330
98 H -2.63 4.00 5.83  0.280
99 H -2.40 -3.59 -6.95  0.447
100 H -2.03 5.76 1.05  0.607
101 H -3.45 4.71 4.44  0.328
102 H 5.17 2.81 -1.09  0.458
103 H -1.51 5.83 4.16  0.327
104 H 1.70 4.05 3.99  0.365
105 H -3.72 1.56 2.41  0.309
106 H -4.10 3.28 2.44  0.270
107 H -1.09 -4.12 4.37  0.408
108 H -3.22 -1.28 -7.25  0.448
109 H -4.93 2.18 3.53  0.576
110 H 1.56 -4.48 -0.18  0.029
111 H -1.47 5.10 -5.34  0.391
112 H 1.14 -1.81 -4.87  0.459
113 H 3.78 -3.88 -1.46  0.352
114 H 1.24 0.82 5.62  0.619
115 H -1.30 -2.59 5.22  0.385
116 H -2.61 0.46 4.46  0.159
117 H -5.21 -4.49 -3.48  0.454
118 H 5.50 -3.57 -1.63  0.297
119 H 0.26 5.42 0.90  0.621
120 H 2.93 -1.08 -5.95  0.413
121 H -0.63 6.65 2.87  0.517
122 H 1.34 -2.67 -3.34  0.380
123 H 5.00 0.63 -6.88  0.315
124 H 6.67 -2.39 4.41  0.393
125 H 0.39 3.47 -5.35  0.493
126 H 2.45 2.66 4.76  0.650
127 H 2.18 -3.26 1.94  -0.436
128 H 6.92 -1.37 -1.80  0.668
129 H -2.29 -2.96 3.80  0.319
130 H -2.56 -3.18 0.46  0.255
131 H -0.54 -1.38 3.07  -0.848
132 H 6.42 0.29 -1.56  0.456
133 H -4.26 0.01 -2.67  0.495
134 H -1.20 -2.66 -2.95  0.460
135 H 0.10 3.67 0.75  -0.065
136 H -2.64 -5.55 -0.22  0.510
137 H 0.94 3.05 6.64  0.547
138 H 6.81 -4.03 3.76  0.355
139 H 6.64 -0.28 -4.03  0.378
140 H 3.32 0.78 1.70  0.288
141 H 6.32 -4.23 1.15  0.450
142 H -5.58 -2.21 1.07  0.410
143 H -2.99 0.36 -5.42  0.517
144 H 2.81 -0.12 3.13  0.848
145 H -0.05 4.29 5.88  0.325
146 H -0.48 0.56 5.33  0.197
147 H 5.31 -1.08 -7.19  0.366
148 H -8.17 1.42 -1.05  0.437
149 H 4.84 -1.08 3.61  0.392
150 H 1.85 2.52 3.10  0.126
151 H 1.43 -4.59 2.89  0.688
152 H 0.30 2.10 -1.34  0.277
153 H -2.30 1.44 5.91  0.350
154 H 0.67 0.46 3.99  -0.271
155 H 0.90 -0.95 -3.34  -0.162
156 H 1.96 -0.33 1.58  -0.217
157 H 0.24 5.60 3.98  0.330
158 H 1.24 4.33 -1.76  0.577
159 H 1.00 -5.86 0.79  0.413

(2)
Formula: C18H54F2I2Na4O24P6
Source: the OMol25 dataset
Level of theory: the ωB97M-V functional and the def2-TZVPD basis

multiplicity	1
HOMO	-8.00	eV

Each line ends with the Mulliken charge.
CARTESIAN COORDINATES (ANGSTROEM)
1 I -3.57 -3.58 0.65  -0.791
2 I 0.62 -4.16 2.71  -0.823
3 P -0.01 1.01 3.36  0.085
4 P -4.78 2.29 -2.75  0.914
5 P -5.90 0.17 5.59  0.724
6 P 2.92 2.47 -3.63  0.732
7 P 3.28 -4.09 -3.52  0.986
8 P 4.89 -1.88 0.87  0.833
9 Na -2.04 -3.32 -2.35  0.726
10 Na -1.47 -5.84 0.94  0.393
11 Na 1.59 -3.74 -0.23  0.972
12 Na -0.91 -1.79 1.05  1.206
13 F -0.34 -1.65 -1.26  -0.836
14 F -0.31 -4.87 -1.22  -0.822
15 O -1.36 1.26 4.33  0.032
16 O 3.81 -2.87 0.85  -0.263
17 O -6.04 3.25 -2.59  -0.304
18 O -4.88 1.25 -3.87  -0.680
19 O 4.54 2.40 -3.35  -0.202
20 O 5.23 -1.00 -0.42  -0.274
21 O -4.96 1.46 5.43  -0.056
22 O 2.15 1.54 -2.54  0.426
23 O 3.12 -2.52 -4.00  -0.307
24 O -4.64 1.62 -1.27  -0.318
25 O 6.34 -2.51 1.40  -0.367
26 O 2.57 2.29 -5.09  -0.739
27 O 0.91 0.29 4.44  -0.375
28 O -3.49 3.27 -2.81  -0.268
29 O -0.20 0.34 2.00  0.280
30 O -6.45 -0.09 6.97  -0.717
31 O -4.99 -1.04 4.89  -0.322
32 O 2.58 3.98 -3.06  -0.406
33 O 4.62 -0.72 2.00  -0.434
34 O 2.41 -4.96 -4.60  -0.313
35 O 3.11 -4.33 -2.09  -0.412
36 O 4.84 -4.34 -3.90  -0.366
37 O -7.00 0.46 4.42  -0.204
38 O 0.61 2.45 3.35  -0.384
39 C -6.63 4.07 -3.58  -0.675
40 C 5.45 3.18 -4.08  -0.969
41 C -5.37 2.78 5.85  -0.857
42 C 0.78 1.53 -2.47  -1.181
43 C 1.89 -1.87 -4.11  -0.334
44 C 0.30 3.25 2.19  -0.608
45 C 1.62 -6.00 -4.10  -0.691
46 C 5.57 -5.48 -3.58  -0.678
47 C 3.20 -0.44 2.32  -0.596
48 C -1.29 2.28 5.37  -0.583
49 C -8.30 0.91 4.72  -0.667
50 C 0.50 -0.90 5.15  -0.690
51 C -4.67 -1.04 3.51  -0.477
52 C 3.29 4.57 -1.97  -0.665
53 C -3.58 0.68 -0.89  -0.421
54 C -2.44 3.12 -3.70  -0.580
55 C 6.99 -3.42 0.54  -0.531
56 C 4.13 -0.70 -1.22  0.440
57 H 3.28 -0.53 -0.55  0.052
58 H 6.36 -3.83 -0.25  0.163
59 H 4.14 5.20 -2.24  0.317
60 H 0.45 0.60 -2.01  0.344
61 H -4.66 3.23 6.54  0.292
62 H 5.16 3.77 -4.94  0.367
63 H -2.36 2.05 -3.92  0.310
64 H -8.10 1.94 5.04  0.275
65 H -3.94 -1.85 3.50  0.219
66 H 6.15 2.46 -4.51  0.348
67 H 0.61 -5.87 -4.48  0.238
68 H 1.38 -2.07 -5.05  0.430
69 H -8.88 0.35 5.45  0.282
70 H 4.14 0.22 -1.80  -0.189
71 H 1.03 -0.64 6.06  0.334
72 H 1.15 -2.27 -3.41  0.131
73 H -7.71 4.22 -3.66  0.268
74 H 1.94 -0.80 -3.88  -0.153
75 H -3.03 0.19 -1.69  0.232
76 H 6.25 3.65 -3.51  0.339
77 H -5.61 3.44 5.02  0.338
78 H -0.52 -1.18 5.42  0.270
79 H 0.59 2.81 1.23  0.148
80 H -8.94 0.92 3.83  0.239
81 H 0.84 4.16 2.44  0.291
82 H -1.42 3.38 -3.45  0.175
83 H -4.00 -0.16 -0.33  0.223
84 H 6.63 -5.26 -3.52  0.225
85 H 1.46 -6.13 -3.03  0.338
86 H -6.32 2.81 6.40  0.350
87 H 2.60 -1.36 2.33  0.273
88 H -2.17 2.52 5.98  0.056
89 H -4.16 -0.12 3.23  0.282
90 H -5.53 -1.29 2.89  0.277
91 H 7.95 -3.03 0.18  0.238
92 H -0.76 3.50 2.11  0.314
93 H -2.96 1.34 -0.27  0.217
94 H 5.31 -5.72 -2.55  0.270
95 H -2.77 3.75 -4.53  0.337
96 H -0.68 1.83 6.14  0.297
97 H 3.81 -1.49 -1.90  -0.017
98 H 2.79 5.30 -1.34  0.301
99 H -6.15 5.04 -3.46  0.274
100 H 1.01 -1.76 4.73  0.190
101 H -0.93 3.24 5.00  0.270
102 H 0.37 1.58 -3.48  0.439
103 H 3.62 3.80 -1.27  0.231
104 H 0.29 2.34 -1.93  0.300
105 H 3.28 -0.03 3.32  0.267
106 H -6.35 3.64 -4.54  0.314
107 H 7.11 -4.20 1.29  0.309
108 H 2.06 -6.87 -4.59  0.278
109 H 2.68 0.29 1.70  0.251
110 H 5.28 -6.14 -4.40  0.273

(3)
Formula: C25H43NP2V
Source: the OMol25 dataset
Level of theory: the ωB97M-V functional and the def2-TZVPD basis

total charge	+2
multiplicity	2
HOMO (alpha / beta)	-13.01 / -12.89	eV

Each line ends with the Mulliken charge.
CARTESIAN COORDINATES (ANGSTROEM)
1 V 1.42 0.94 -0.60  -1.057
2 P 0.95 -3.06 0.11  0.861
3 P -2.01 -0.96 -0.99  1.013
4 N -1.53 -3.51 1.63  -0.422
5 C 2.87 0.07 -1.61  0.261
6 C -0.56 -1.07 3.88  -1.867
7 C 1.25 1.38 3.21  -1.868
8 C 0.03 1.01 2.47  0.867
9 C 3.36 1.08 -0.64  -0.908
10 C -2.86 0.07 -2.25  -1.576
11 C 0.49 1.07 -2.27  1.483
12 C 1.51 -1.40 0.74  0.148
13 C -0.55 -3.31 1.02  0.229
14 C 2.18 3.08 -1.85  -1.342
15 C 0.83 2.42 -1.74  0.088
16 C -3.19 1.99 0.93  -1.936
17 C 3.29 2.57 -0.90  -0.795
18 C -0.44 3.29 1.40  -1.875
19 C -3.26 -0.71 2.50  -1.967
20 C -3.43 -2.00 -0.63  -1.577
21 C -2.00 1.26 1.40  -0.806
22 C -0.96 -2.16 -1.99  -1.445
23 C 2.71 0.32 -3.10  -1.137
24 C 1.23 0.56 -3.46  -1.140
25 C 0.50 -2.55 -1.62  0.108
26 C -0.68 1.84 1.56  2.394
27 C 2.30 -4.12 0.61  -1.130
28 C -2.05 0.06 2.14  1.168
29 C -0.79 -0.11 2.79  0.891
30 H -3.12 -1.79 2.32  0.266
31 H 1.15 1.24 -4.32  0.508
32 H -1.08 -2.02 3.69  0.376
33 H -0.95 -0.65 4.82  0.439
34 H 2.59 -3.80 1.62  0.441
35 H 1.06 -1.11 1.70  -0.305
36 H -3.77 -2.39 -1.59  0.567
37 H 3.22 -0.96 -1.43  0.905
38 H -0.02 3.10 -1.78  0.694
39 H -0.98 3.85 2.19  0.436
40 H 1.96 -5.17 0.64  0.441
41 H 0.79 -0.38 -3.81  0.251
42 H 1.19 -1.71 -1.89  -0.834
43 H -3.68 2.50 1.78  0.426
44 H 2.02 0.60 3.18  0.252
45 H 0.52 -1.25 4.04  0.341
46 H -3.47 -0.57 3.57  0.435
47 H 3.35 1.16 -3.40  0.336
48 H 1.68 2.32 2.85  0.348
49 H 0.63 3.53 1.47  0.342
50 H -3.93 1.30 0.50  0.348
51 H 2.54 3.10 -2.90  0.393
52 H -0.80 3.63 0.42  0.336
53 H 3.08 -0.55 -3.67  0.433
54 H 2.03 4.16 -1.66  0.434
55 H 3.16 3.10 0.06  0.336
56 H -1.57 -3.08 -2.00  0.585
57 H -2.32 1.00 -2.50  0.410
58 H -0.93 -1.73 -3.01  0.582
59 H -3.00 -0.53 -3.16  0.443
60 H 4.26 2.91 -1.27  0.483
61 H -0.56 0.80 -2.23  -0.638
62 H 2.62 -1.39 0.79  0.691
63 H -4.14 -0.34 1.96  0.388
64 H 3.16 -4.01 -0.07  0.427
65 H 0.98 1.54 4.27  0.456
66 H 0.84 -3.38 -2.26  0.743
67 H -2.95 2.76 0.19  0.386
68 H -4.21 -1.37 -0.20  0.390
69 H -3.84 0.34 -1.84  0.506
70 H -3.16 -2.79 0.06  0.345
71 H 4.02 0.70 0.17  0.501
72 H 1.06 -0.72 -0.09  -0.303

(4)
Formula: C2H3NS2
Source: the OMol25 dataset
Level of theory: the ωB97M-V functional and the def2-TZVPD basis

energy above the lowest of the compared OMol25 structures with the same formula, charge and spin	39.0	kcal per mole
SMILES string	S=C/C=N\S
multiplicity	1
HOMO	-9.27	eV

Each line ends with the Mulliken charge.
CARTESIAN COORDINATES (ANGSTROEM)
1 S 0.16 1.85 -1.70  -0.201
2 S -0.72 -1.52 1.53  -0.159
3 N 0.76 -1.16 0.61  -0.336
4 C -0.21 0.92 -0.45  -0.155
5 C 0.80 -0.11 -0.06  0.000
6 H -1.23 0.90 0.03  0.264
7 H -0.31 -2.62 2.15  0.168
8 H 1.56 -0.20 -0.71  0.419

| no. | DFT total energy (eV) |
| --- | --- |
| 1 | -259386.4899 |
| 2 | -163735.3599 |
| 3 | -72355.3176 |
| 4 | -25280.8788 |